(P)
{
  "formula": "C10H12NO2",
  "method": "ωB97M-V with the def2-TZVPD basis set",
  "e_lumo_ev": -3.5,
  "total_charge": 1,
  "e_homo_ha": -0.4815,
  "elements": ["C", "C", "C", "C", "C", "C", "C", "C", "C", "C", "N", "O", "O", "H", "H", "H", "H", "H", "H", "H", "H", "H", "H", "H", "H"],
  "positions_angstrom": [[-2.251, -0.773, 2.692], [-1.120, -1.555, 2.761], [-2.403, 0.046, 1.535], [-0.078, -1.393, 1.775], [-1.288, 0.276, 0.644], [-0.231, -0.548, 0.762], [2.252, -0.765, 0.216], [1.594, 1.090, -0.101], [0.871, -0.270, -0.182], [1.859, 1.754, -1.383], [0.644, -0.675, -1.651], [2.774, -1.865, 0.325], [2.821, 0.419, 0.259], [-2.952, -0.736, 3.461], [-0.799, -2.205, 3.559], [-3.319, 0.712, 1.529], [0.716, -2.097, 1.826], [-1.361, 0.944, -0.224], [1.291, 1.651, 0.767], [0.964, 2.274, -1.717], [2.296, 1.100, -2.189], [2.755, 2.433, -1.236], [-0.168, -0.145, -1.966], [0.532, -1.702, -1.674], [1.426, -0.280, -2.147]],
  "nbo_charge": [-0.184, -0.162, -0.159, -0.180, -0.220, -0.139, 0.758, 0.071, 0.008, -0.664, -0.679, -0.511, -0.434, 0.237, 0.238, 0.240, 0.241, 0.203, 0.244, 0.240, 0.202, 0.288, 0.444, 0.473, 0.446]
}

(Q)
{
  "formula": "C10H12NO2",
  "method": "ωB97M-V with the def2-TZVPD basis set",
  "e_lumo_ev": [-4.4, -4.4],
  "total_charge": 1,
  "e_homo_ha": [-0.4938, -0.4938],
  "elements": ["C", "C", "C", "C", "C", "C", "C", "C", "C", "C", "N", "O", "O", "H", "H", "H", "H", "H", "H", "H", "H", "H", "H", "H", "H"],
  "positions_angstrom": [[-0.262, -3.524, -1.557], [-1.300, -2.618, -1.332], [0.974, -3.312, -0.936], [-1.093, -1.553, -0.550], [1.232, -2.159, -0.326], [0.254, -1.172, -0.208], [0.733, 0.055, 0.358], [0.760, 3.017, 0.973], [-0.114, 2.479, -0.146], [0.101, 1.898, 1.793], [-0.423, 1.285, 0.580], [1.808, 0.501, 0.538], [-1.803, 0.907, 0.601], [-0.402, -4.217, -2.426], [-2.276, -2.892, -1.726], [1.985, -3.685, -1.351], [-1.959, -0.856, -0.334], [2.205, -1.837, -0.200], [1.856, 2.880, 0.735], [0.572, 4.079, 1.396], [-1.067, 3.055, -0.346], [0.356, 2.295, -1.086], [0.687, 1.342, 2.465], [-0.676, 2.265, 2.314], [-2.147, 1.768, 0.772]],
  "nbo_charge": [-0.084, -0.239, -0.232, -0.118, -0.087, -0.274, 0.769, -0.422, -0.241, -0.228, -0.022, -0.475, -0.495, 0.244, 0.244, 0.249, 0.257, 0.227, 0.260, 0.252, 0.233, 0.244, 0.246, 0.216, 0.475]
}

Of them, (Q) has the lowest stability.

(P)
{
  "formula": "C2H3NS2",
  "method": "ωB97M-V with the def2-TZVPD basis set",
  "e_lumo_ev": -0.1,
  "smiles": "N=C=S.C=S",
  "e_homo_ha": -0.3146,
  "elements": ["N", "C", "S", "H", "C", "S", "H", "H"],
  "positions_angstrom": [[2.261, 0.949, 0.647], [3.175, 0.354, 0.127], [4.192, -0.702, -0.262], [2.198, 1.898, 0.820], [0.295, -0.932, -0.460], [0.024, -2.242, 0.404], [0.705, -0.079, -0.001], [0.114, -0.878, -1.585]],
  "nbo_charge": [-0.696, 0.192, 0.107, 0.411, -0.476, 0.079, 0.196, 0.187]
}

(Q)
{
  "formula": "C2H3NS2",
  "method": "ωB97M-V with the def2-TZVPD basis set",
  "e_lumo_ev": -1.2,
  "e_homo_ha": -0.3239,
  "elements": ["C", "C", "H", "H", "H", "N", "S", "S"],
  "positions_angstrom": [[-0.011, 1.120, -0.104], [-0.888, -0.121, 0.170], [3.365, -0.036, 0.342], [-0.112, 2.194, 0.064], [-0.324, -1.023, 1.014], [1.307, 0.856, 0.102], [2.090, -0.561, -0.098], [-2.508, -0.259, -0.060]],
  "nbo_charge": [-0.055, -0.387, 0.134, 0.240, 0.233, -0.558, 0.290, 0.102]
}

(R)
{
  "formula": "C2H3NS2",
  "method": "ωB97M-V with the def2-TZVPD basis set",
  "e_lumo_ev": -1.7,
  "smiles": "C1=NCSS1",
  "e_homo_ha": -0.3249,
  "elements": ["C", "N", "C", "S", "S", "H", "H", "H"],
  "positions_angstrom": [[0.368, -0.852, 0.948], [0.867, -0.275, -0.078], [0.200, 0.611, -0.866], [-1.709, 0.633, -0.510], [-1.221, -0.681, 1.646], [0.946, -1.568, 1.593], [0.382, 1.689, -0.877], [0.168, 0.444, -1.857]],
  "nbo_charge": [-0.048, -0.449, -0.273, -0.006, 0.140, 0.214, 0.218, 0.204]
}

Of them, (Q) has the lowest stability.

(P)
{
  "formula": "C2H3NS2",
  "method": "ωB97M-V with the def2-TZVPD basis set",
  "e_lumo_ev": -0.3,
  "smiles": "S=C/N=C/S",
  "e_homo_ha": -0.3175,
  "elements": ["S", "C", "N", "C", "S", "H", "H", "H"],
  "positions_angstrom": [[3.656, 0.095, -0.308], [2.490, 0.391, 0.850], [1.217, 0.664, 0.618], [0.265, 0.143, 0.017], [-1.180, 1.073, -0.179], [2.789, 0.342, 1.896], [0.135, -0.845, -0.381], [-1.903, 0.040, -0.587]],
  "nbo_charge": [-0.108, -0.064, -0.460, 0.022, 0.095, 0.205, 0.192, 0.118]
}

(Q)
{
  "formula": "C2H3NS2",
  "method": "ωB97M-V with the def2-TZVPD basis set",
  "e_lumo_ev": -2.2,
  "e_homo_ha": -0.3292,
  "elements": ["C", "C", "H", "H", "H", "N", "S", "S"],
  "positions_angstrom": [[-0.617, -0.159, -0.183], [0.606, -1.001, -0.179], [-1.227, 1.511, 0.718], [0.720, 1.609, -0.232], [0.812, -2.207, 0.193], [-0.247, 1.133, -0.179], [-2.245, -0.551, -0.079], [2.199, -0.335, -0.059]],
  "nbo_charge": [-0.031, -0.306, 0.432, 0.445, 0.280, -0.785, -0.075, 0.039]
}

Of them, (Q) has the lowest stability.

(P)
{
  "formula": "C4H4BrN",
  "method": "ωB97M-V with the def2-TZVPD basis set",
  "e_lumo_ev": 0.3,
  "smiles": "C/C(Br)=C/C#N",
  "e_homo_ha": -0.3810,
  "elements": ["C", "C", "Br", "C", "C", "N", "H", "H", "H", "H"],
  "positions_angstrom": [[1.342, -1.003, 0.029], [-0.005, -0.306, -0.004], [-1.480, -1.554, -0.403], [-0.191, 1.012, 0.054], [-1.924, 1.624, 0.022], [-3.018, 1.907, -0.001], [1.265, -1.518, 0.901], [1.515, -1.771, -0.851], [2.032, -0.185, 0.157], [0.464, 1.792, 0.096]],
  "nbo_charge": [-0.649, -0.013, 0.065, -0.208, 0.245, -0.371, 0.230, 0.250, 0.225, 0.227]
}

(Q)
{
  "formula": "C4H4BrN",
  "method": "ωB97M-V with the def2-TZVPD basis set",
  "e_lumo_ev": 0.6,
  "smiles": "N=C=C/C=C/Br",
  "e_homo_ha": -0.3022,
  "elements": ["N", "C", "C", "C", "C", "Br", "H", "H", "H", "H"],
  "positions_angstrom": [[2.976, 1.096, 0.143], [1.919, 0.554, -0.051], [0.713, -0.151, 0.046], [-0.933, -0.052, 0.008], [-2.167, -0.798, 0.140], [-3.797, 0.098, -0.052], [3.665, 1.309, -0.567], [0.984, -1.199, 0.187], [-1.138, 0.994, -0.210], [-2.221, -1.852, 0.356]],
  "nbo_charge": [-0.620, 0.464, -0.472, -0.165, -0.337, 0.084, 0.397, 0.237, 0.193, 0.218]
}

(R)
{
  "formula": "C4H4BrN",
  "method": "ωB97M-V with the def2-TZVPD basis set",
  "e_lumo_ev": -0.7,
  "smiles": "CC#CBr.C#N",
  "e_homo_ha": -0.3663,
  "elements": ["C", "C", "C", "Br", "H", "H", "H", "C", "N", "H"],
  "positions_angstrom": [[-1.489, -0.172, -0.130], [-0.496, 0.857, 0.383], [0.497, 1.113, 1.057], [1.804, 2.675, 1.448], [-2.242, 0.571, -0.502], [-0.993, -0.715, -0.905], [-1.828, -0.796, 0.684], [1.653, -1.055, -0.674], [1.756, -1.750, 0.235], [1.337, -0.729, -1.597]],
  "nbo_charge": [-0.667, -0.044, -0.089, 0.082, 0.241, 0.226, 0.253, 0.076, -0.293, 0.217]
}

Of them, (R) has the lowest stability.

(P)
{
  "formula": "C16H23N3O2",
  "method": "ωB97M-V with the def2-TZVPD basis set",
  "e_lumo_ev": 0.4,
  "smiles": "C[C@@H](NC(=O)CN1CCC(C(N)=O)CC1)c1ccccc1",
  "e_homo_ha": -0.3412,
  "elements": ["C", "C", "N", "C", "O", "C", "N", "C", "C", "C", "C", "N", "O", "C", "C", "C", "C", "C", "C", "C", "C", "H", "H", "H", "H", "H", "H", "H", "H", "H", "H", "H", "H", "H", "H", "H", "H", "H", "H", "H", "H", "H", "H", "H"],
  "positions_angstrom": [[-2.331, -1.867, -1.142], [-0.996, -2.443, -0.652], [0.076, -1.489, -0.846], [0.893, -1.487, -1.914], [0.869, -2.315, -2.800], [1.903, -0.339, -1.875], [1.390, 0.795, -1.129], [0.379, 1.517, -1.888], [-0.307, 2.544, -0.991], [0.733, 3.528, -0.449], [0.103, 4.586, 0.449], [-0.491, 4.113, 1.570], [0.120, 5.766, 0.184], [1.837, 2.744, 0.263], [2.432, 1.706, -0.686], [-1.080, -2.842, 0.801], [-1.256, -1.879, 1.789], [-1.343, -2.243, 3.120], [-1.257, -3.576, 3.483], [-1.084, -4.542, 2.507], [-0.994, -4.176, 1.175], [-2.261, -1.632, -2.201], [-3.124, -2.595, -0.996], [-2.584, -0.962, -0.595], [-0.742, -3.313, -1.267], [0.169, -0.713, -0.206], [2.186, -0.087, -2.909], [2.796, -0.721, -1.370], [0.825, 2.028, -2.758], [-0.354, 0.798, -2.260], [-0.799, 2.023, -0.167], [-1.070, 3.078, -1.561], [1.175, 4.069, -1.293], [-0.488, 3.141, 1.815], [-0.911, 4.771, 2.204], [1.434, 2.225, 1.135], [2.622, 3.423, 0.602], [2.914, 2.217, -1.537], [3.195, 1.126, -0.160], [-1.333, -0.836, 1.517], [-1.480, -1.484, 3.878], [-1.327, -3.860, 4.523], [-1.016, -5.583, 2.784], [-0.855, -4.932, 0.417]],
  "nbo_charge": [-0.604, -0.098, -0.628, 0.672, -0.629, -0.308, -0.462, -0.225, -0.394, -0.318, 0.683, -0.831, -0.607, -0.393, -0.212, 0.075, -0.258, -0.191, -0.221, -0.198, -0.234, 0.219, 0.217, 0.199, 0.233, 0.417, 0.200, 0.223, 0.173, 0.213, 0.192, 0.225, 0.229, 0.389, 0.407, 0.194, 0.223, 0.168, 0.206, 0.199, 0.210, 0.214, 0.215, 0.215]
}

(Q)
{
  "formula": "C16H23N3O2",
  "method": "ωB97M-V with the def2-TZVPD basis set",
  "e_lumo_ev": 0.5,
  "smiles": "Oc1ccc(/C=N/N2CCN(C3CCCC3)CC2)c(O)c1",
  "e_homo_ha": -0.2575,
  "elements": ["O", "C", "C", "C", "C", "C", "N", "N", "C", "C", "N", "C", "C", "C", "C", "C", "C", "C", "C", "O", "C", "H", "H", "H", "H", "H", "H", "H", "H", "H", "H", "H", "H", "H", "H", "H", "H", "H", "H", "H", "H", "H", "H", "H"],
  "positions_angstrom": [[-3.126, 6.829, 0.665], [-2.877, 5.522, 0.557], [-1.645, 4.955, 0.731], [-1.550, 3.583, 0.526], [-2.637, 2.753, 0.262], [-2.498, 1.287, 0.102], [-1.330, 0.869, -0.364], [-1.143, -0.436, -0.603], [-0.282, -0.932, -1.667], [1.189, -0.790, -1.225], [1.507, -1.248, 0.186], [2.411, -2.340, 0.630], [1.877, -3.733, 0.198], [2.950, -4.417, -0.666], [4.214, -3.548, -0.238], [3.717, -2.113, 0.011], [0.483, -0.884, 1.255], [-0.941, -1.196, 0.623], [-3.900, 3.297, 0.158], [-5.004, 2.572, -0.232], [-3.989, 4.738, 0.077], [-2.259, 7.338, 0.758], [-0.731, 5.508, 0.961], [-0.570, 3.087, 0.450], [-3.355, 0.663, 0.211], [-0.449, -0.395, -2.633], [-0.558, -2.023, -1.718], [1.516, 0.210, -1.300], [1.757, -1.250, -2.070], [2.534, -2.275, 1.700], [1.619, -4.190, 1.116], [0.883, -3.648, -0.441], [3.057, -5.485, -0.427], [2.626, -4.298, -1.697], [5.139, -3.581, -0.861], [4.551, -3.940, 0.782], [4.397, -1.508, 0.666], [3.559, -1.514, -0.872], [0.473, -1.367, 2.177], [0.669, 0.187, 1.462], [-1.721, -0.993, 1.379], [-0.922, -2.253, 0.354], [-4.675, 1.784, -0.723], [-4.964, 5.176, -0.258]],
  "nbo_charge": [-0.655, 0.325, -0.339, -0.120, -0.208, 0.042, -0.249, -0.330, -0.218, -0.242, -0.493, -0.028, -0.417, -0.414, -0.400, -0.413, -0.234, -0.228, 0.345, -0.673, -0.321, 0.481, 0.218, 0.233, 0.172, 0.218, 0.200, 0.196, 0.207, 0.199, 0.206, 0.196, 0.213, 0.201, 0.213, 0.192, 0.213, 0.206, 0.199, 0.193, 0.199, 0.198, 0.481, 0.237]
}

Of them, (Q) has the lowest stability.